<1>
A 2-piece molecular cluster, C4H12 overall. Source: the OMol25 dataset; level of theory: ωB97M-V/def2-TZVPD.

The structure (SMILES) is CC.CC. Its gap between HOMO and LUMO is 0.4595 Eh.

```
! RIJCOSX wB97M-V def2-TZVPD def2/J DEFGRID3
* xyz 0 1
C 0.25855 1.23813 -0.71434
C -0.09146 2.26248 -1.79509
H -0.10535 0.21295 -0.78126
H 1.33574 1.05266 -0.59508
H -0.03949 1.61863 0.27513
H 0.18448 3.24379 -1.40034
H -1.11316 2.15682 -2.10771
H 0.48856 1.97354 -2.68102
C 0.47492 -2.12140 1.01766
C -0.74621 -1.35098 1.45840
H 0.59575 -3.16212 1.33281
H 0.54209 -2.16322 -0.07080
H 1.39073 -1.68133 1.42764
H -0.50143 -0.30040 1.27463
H -1.04158 -1.39484 2.50136
H -1.63215 -1.58471 0.85802
*
```

<2>
A 2-piece molecular cluster, C4H12 overall. Source: the OMol25 dataset; level of theory: ωB97M-V/def2-TZVPD.

The structure (SMILES) is CC.CC. Its gap between HOMO and LUMO is 0.4537 Eh.

```
! RIJCOSX wB97M-V def2-TZVPD def2/J DEFGRID3
* xyz 0 1
C -0.96523 1.80639 -0.23130
C -2.45694 1.67517 -0.49280
H -0.70658 1.67307 0.83166
H -0.41514 1.00138 -0.68188
H -0.56756 2.78820 -0.44423
H -2.97725 2.53157 -0.92045
H -3.07339 1.47298 0.40043
H -2.67347 0.95982 -1.28474
C 1.10123 -1.29425 0.46130
C 2.31158 -2.15512 0.23255
H 0.33264 -1.58340 -0.07567
H 0.75692 -1.21188 1.51123
H 1.33605 -0.20315 0.19907
H 3.24503 -1.81110 0.70373
H 2.43000 -2.41927 -0.82975
H 2.32212 -3.23040 0.62087
*
```

<3>
A 2-piece molecular cluster, C4H12 overall. Source: the OMol25 dataset; level of theory: ωB97M-V/def2-TZVPD.

The structure (SMILES) is CC.CC. Its gap between HOMO and LUMO is 0.4767 Eh.

```
! RIJCOSX wB97M-V def2-TZVPD def2/J DEFGRID3
* xyz 0 1
C 1.06461 1.18860 -1.34228
C 1.72149 0.84644 -2.69249
H 1.42554 2.14530 -0.97491
H -0.01109 1.29546 -1.44557
H 1.17514 0.43764 -0.56362
H 2.15686 -0.15781 -2.65433
H 2.57141 1.50824 -2.84922
H 1.05492 0.88017 -3.54766
C -0.82122 -0.66273 1.63242
C -1.97278 -1.38228 2.36481
H 0.02268 -0.55302 2.31422
H -0.45996 -1.18947 0.74694
H -1.14958 0.32592 1.31626
H -2.02320 -2.43650 2.11470
H -2.93258 -0.93109 2.13780
H -1.82224 -1.31486 3.44294
*
```

<4>
A 2-piece molecular cluster, C4H12 overall. Source: the OMol25 dataset; level of theory: ωB97M-V/def2-TZVPD.

The structure (SMILES) is CC.CC. Its gap between HOMO and LUMO is 0.4365 Eh.

```
! RIJCOSX wB97M-V def2-TZVPD def2/J DEFGRID3
* xyz 0 1
C -1.23511 0.72804 0.68909
C -1.05003 2.09019 1.26887
H -2.11942 0.24243 1.15233
H -1.53443 0.59892 -0.28879
H -0.38782 0.05278 0.74435
H 0.14902 2.23751 1.12335
H -1.02996 2.27057 2.40093
H -1.74029 3.00532 0.92824
C 1.12119 -1.20204 -1.76094
C 1.22974 -1.64046 -0.16520
H 2.06116 -1.08512 -2.28809
H 0.45686 -1.78956 -2.17220
H 0.55021 -0.21510 -1.83303
H 1.59572 -2.71492 -0.22573
H 1.74411 -0.90685 0.32747
H 0.18906 -1.67171 0.09936
*
```

Name the least stable of them. <4>.